DFT (ωB97M-V/def2-TZVPD) results for 2 unconnected molecules or ions with the total composition C4H12N4O in a non-equilibrium geometry.

CARTESIAN COORDINATES (ANGSTROEM)
C (1.11, -0.18, 0.28)
C (0.02, 0.76, -0.16)
C (-2.75, -0.25, -0.89)
C (-1.20, 0.58, 0.74)
N (2.11, 0.35, 1.03)
N (1.10, -1.47, 0.08)
N (-0.99, 1.05, 2.02)
O (2.59, -0.74, -1.81)
N (-2.35, 0.16, 0.43)
H (3.15, -1.11, -2.50)
H (2.87, -0.29, 1.24)
H (2.40, 1.29, 0.81)
H (0.21, -1.79, -0.30)
H (2.02, -1.42, -1.06)
H (-1.72, 0.82, 2.67)
H (-0.04, 0.98, 2.38)
H (-0.22, 0.54, -1.20)
H (0.36, 1.80, -0.09)
H (-3.17, -1.25, -0.82)
H (-1.96, -0.26, -1.65)
H (-3.55, 0.41, -1.23)

Output
structure (SMILES) = [H]/N=C(/N)C/C(N)=N\C.O
total charge = 0
electronic energy = -12349.9881 eV
ΔE to the lowest compared entry with this formula, charge and spin = 30.4 kcal per mole
max |F| = 3.531 eV/A